[1]
Computed, not measured: an isolated molecule of C35H43N3O3S2, with ωB97M-V with the def2-TZVPD basis set.

Geometry as XYZ:
```
86
Properties=species:S:1:pos:R:3
C -2.708 5.927 -1.823
C -1.509 5.805 -2.862
O -1.963 4.919 -3.901
C -0.900 4.120 -4.442
C -0.924 2.620 -3.902
C -0.857 2.613 -2.332
C -0.735 1.142 -1.725
C -1.961 0.316 -2.269
C -2.502 -0.784 -1.307
C -3.866 -0.575 -0.793
C -4.543 -1.502 0.115
S -6.208 -1.059 0.690
C -6.213 0.755 1.072
O -7.262 -1.394 -0.273
O -6.562 -1.715 1.968
C -3.825 -2.725 0.490
C -4.492 -3.772 1.451
C -2.477 -2.930 -0.016
C -1.743 -1.995 -0.895
N -0.376 -2.184 -1.369
C -0.446 -3.123 -2.561
C 0.507 -2.759 -0.359
C 0.129 -3.852 0.565
C 1.024 -4.454 1.546
C 2.376 -3.949 1.650
C 2.839 -2.841 0.785
C 4.272 -2.368 1.024
C 5.294 -2.210 -0.051
C 6.616 -1.788 0.379
N 7.079 -1.472 1.612
C 6.175 -1.602 2.620
C 4.819 -2.054 2.353
C 1.902 -2.263 -0.193
C 2.400 -1.074 -1.082
C 2.078 0.339 -0.423
C 2.934 0.628 0.884
C 2.109 0.263 2.171
N 2.454 1.076 3.366
C 2.670 2.444 3.513
C 2.929 2.574 4.940
C 2.837 1.258 5.631
C 2.527 0.341 4.535
S -1.574 -4.458 0.439
H -3.036 4.876 -1.599
H -2.357 6.428 -0.887
H -3.527 6.540 -2.280
H -1.251 6.831 -3.265
H -0.599 5.402 -2.333
H -1.031 4.093 -5.561
H 0.094 4.593 -4.209
H -0.083 2.071 -4.401
H -1.879 2.158 -4.275
H -0.047 3.286 -1.933
H -1.859 2.994 -1.970
H -0.662 1.151 -0.613
H 0.182 0.696 -2.207
H -2.797 1.044 -2.479
H -1.733 -0.165 -3.263
H -4.426 0.346 -1.091
H -6.835 1.252 0.291
H -6.626 0.910 2.107
H -5.150 1.110 1.107
H -4.326 -3.384 2.498
H -5.594 -3.860 1.276
H -4.003 -4.774 1.402
H 0.249 -3.982 -2.368
H -0.107 -2.594 -3.493
H -1.502 -3.476 -2.711
H 0.645 -5.291 2.178
H 3.068 -4.394 2.404
H 5.033 -2.413 -1.119
H 7.376 -1.712 -0.445
H 6.460 -1.398 3.683
H 4.130 -2.160 3.231
H 3.456 -1.169 -1.426
H 1.766 -1.114 -2.019
H 1.012 0.260 -0.077
H 2.220 1.106 -1.224
H 3.072 1.752 0.910
H 3.964 0.197 0.855
H 0.991 0.375 2.033
H 2.255 -0.823 2.429
H 2.625 3.197 2.705
H 3.149 3.515 5.490
H 2.957 1.039 6.709
H 2.398 -0.744 4.719
```

Output
F_max = 4.44 eV/A
net charge = 0
DFT total energy = -69269.55223 eV
SMILES = CCOCCCCCc1cc(S(C)(=O)=O)c(C)c2c1N(C)c1c(ccc(-c3ccncc3)c1CCCCn1cccc1)S2
Kohn-Sham gap = 7.907 eV
2S+1 = 1
LUMO level = -0.23 eV

=====

[2]
Computed, not measured: a structure of composition C31H37CaF5N3OSTe, with ωB97M-V with the def2-TZVPD basis set.

Geometry as XYZ:
```
80
Properties=species:S:1:pos:R:3
Ca -1.296 -0.676 -0.348
C 4.768 -0.813 1.549
C 4.358 0.141 0.419
C 3.435 1.238 0.950
C 3.929 -0.518 -0.897
C 4.933 -0.606 -1.860
C 4.700 -1.090 -3.132
C 3.416 -1.466 -3.480
C 2.377 -1.400 -2.564
C 0.992 -1.828 -2.996
C 0.922 -3.341 -3.198
C 0.516 -1.083 -4.242
C 2.634 -0.969 -1.249
N 1.556 -0.878 -0.347
C 1.661 -1.469 0.791
C 0.779 -1.216 1.877
C 0.916 -1.637 3.199
C -0.122 -1.028 3.907
C -0.849 -0.277 2.973
N -0.305 -0.377 1.747
C -2.094 0.551 3.197
C -2.438 0.593 4.686
C -1.864 1.981 2.694
C -3.277 -0.067 2.444
H 5.427 -0.286 2.243
H 5.306 -1.680 1.163
H 3.916 -1.160 2.127
H 5.286 0.653 0.140
H 2.492 0.851 1.336
H 3.213 1.966 0.172
H 3.937 1.760 1.766
H 5.929 -0.265 -1.598
H 5.506 -1.146 -3.852
H 3.215 -1.826 -4.481
H 0.313 -1.594 -2.178
H 1.586 -3.650 -4.011
H -0.095 -3.647 -3.445
H 1.215 -3.867 -2.291
H 1.114 -1.345 -5.117
H 0.578 -0.001 -4.109
H -0.521 -1.340 -4.461
H 2.473 -2.175 0.977
H 1.679 -2.298 3.579
H -0.331 -1.123 4.959
H -1.609 0.995 5.270
H -2.671 -0.403 5.063
H -3.311 1.228 4.847
H -1.069 2.466 3.264
H -2.777 2.575 2.791
H -1.568 1.985 1.644
H -3.373 -1.132 2.662
H -3.201 0.049 1.358
H -4.210 0.433 2.718
C 0.921 2.087 -1.556
C -0.412 2.676 -1.225
C -0.528 4.068 -1.004
C -1.752 4.594 -0.734
C -2.893 3.764 -0.739
C -4.186 4.282 -0.508
C -5.258 3.436 -0.570
C -5.083 2.078 -0.873
C -3.839 1.513 -1.103
S -3.710 -0.172 -1.527
C -2.701 2.386 -1.002
N -1.447 1.869 -1.182
H 1.709 2.835 -1.487
H 0.911 1.697 -2.577
H 1.161 1.256 -0.895
H 0.359 4.684 -1.037
H -1.874 5.653 -0.534
H -4.302 5.336 -0.293
H -6.259 3.811 -0.396
H -5.946 1.431 -0.942
F -1.297 -3.670 1.922
Te -1.791 -4.103 0.174
F -2.483 -4.773 -1.430
F -3.257 -2.933 0.363
F -0.442 -5.394 0.131
F -2.865 -5.396 0.962
O -0.829 -2.802 -0.593
```

Output
F_max = 0.89 eV/A
net charge = -1
DFT total energy = -89428.55995 eV
Kohn-Sham gap = 7.080 eV
2S+1 = 1
LUMO level = 2.43 eV

=====

[3]
Computed, not measured: an isolated molecule of C5H10Se, with ωB97M-V with the def2-TZVPD basis set.

Geometry as XYZ:
```
16
Properties=species:S:1:pos:R:3
C 0.249 -0.752 -1.386
C -0.823 -1.299 -0.592
C -0.605 2.012 -0.127
C -0.486 -1.949 0.546
C 1.369 0.227 1.333
Se 1.065 1.102 -0.372
H 0.063 -0.321 -2.354
H 1.171 -1.296 -1.379
H -1.833 -0.832 -0.829
H -0.787 2.100 0.864
H -0.489 3.074 -0.622
H -1.491 1.474 -0.701
H -1.163 -2.196 1.365
H 0.572 -2.268 0.661
H 2.475 0.317 1.600
H 0.714 0.608 1.994
```

Output
F_max = 5.53 eV/A
net charge = 0
DFT total energy = -70688.67560 eV
Kohn-Sham gap = 7.670 eV
2S+1 = 1
LUMO level = 0.56 eV

=====

[4]
Computed, not measured: an isolated molecule of C4H8O2, with ωB97M-V with the def2-TZVPD basis set.

Geometry as XYZ:
```
14
Properties=species:S:1:pos:R:3
C 2.357 0.154 -0.183
O 1.496 -0.058 -1.281
C 0.175 0.104 -1.037
C -0.394 0.708 0.007
O -1.764 0.698 0.150
C -2.239 -0.530 0.669
H 3.354 -0.153 -0.509
H 2.382 1.209 0.122
H 2.038 -0.459 0.672
H -0.437 -0.356 -1.809
H 0.149 1.236 0.788
H -2.080 -1.344 -0.050
H -1.728 -0.796 1.605
H -3.309 -0.413 0.857
```

Output
F_max = 0.35 eV/A
net charge = 0
DFT total energy = -8370.70388 eV
SMILES = CO/C=C/OC
Kohn-Sham gap = 9.689 eV
2S+1 = 1
LUMO level = 1.00 eV

=====

[5]
Computed, not measured: a cluster of 2 separate species, C11H15N in total, with ωB97M-V with the def2-TZVPD basis set.

Geometry as XYZ:
```
27
Properties=species:S:1:pos:R:3
C 2.077 1.492 2.481
C 0.965 1.488 1.494
C -0.274 2.015 1.664
N -1.019 1.791 0.470
C -0.164 1.213 -0.430
C -0.372 1.032 -1.805
C 0.632 0.386 -2.487
C 1.917 0.123 -1.927
C 2.084 0.262 -0.576
C 1.070 0.880 0.175
H 2.879 0.810 2.213
H 1.751 1.216 3.491
H 2.486 2.495 2.641
H -0.693 2.574 2.479
H -1.941 1.391 0.416
H -1.215 1.249 -2.451
H 0.572 0.238 -3.558
H 2.580 -0.467 -2.546
H 2.970 0.106 0.036
C -2.504 -2.511 0.395
C -1.581 -2.519 -0.862
H -2.862 -3.508 0.643
H -1.913 -2.189 1.252
H -3.335 -1.850 0.157
H -2.107 -3.121 -1.600
H -0.682 -3.080 -0.593
H -1.321 -1.516 -1.173
```

Output
F_max = 2.09 eV/A
net charge = 0
DFT total energy = -13139.77739 eV
SMILES = Cc1c[nH]c2ccccc12.CC
Kohn-Sham gap = 8.956 eV
2S+1 = 1
LUMO level = 0.92 eV

=====

[6]
Computed, not measured: an isolated molecule of C2HClF2OS, with ωB97M-V with the def2-TZVPD basis set.

Geometry as XYZ:
```
8
Properties=species:S:1:pos:R:3
C 1.108 0.164 0.469
C -0.228 -0.105 -0.127
O 1.406 1.045 1.218
F 2.062 -0.714 0.108
F -2.646 -0.617 0.095
S -1.660 0.531 0.714
Cl 0.252 0.764 -1.978
H -0.295 -1.068 -0.498
```

Output
F_max = 4.94 eV/A
net charge = 0
DFT total energy = -32925.27920 eV
<S²> = 2.007
Kohn-Sham gap (spin up / spin down) = 5.724 / 5.956 eV
2S+1 = 3
LUMO level (spin up / spin down) = -1.61 / -4.96 eV

=====

[7]
Computed, not measured: an isolated molecule of C4H11N3, with ωB97M-V with the def2-TZVPD basis set.

Geometry as XYZ:
```
18
Properties=species:S:1:pos:R:3
H -2.374 0.137 2.380
N -2.730 0.351 1.378
C -1.916 0.139 0.388
N -2.347 -0.137 -0.865
N -0.626 0.520 0.597
C 0.265 0.516 -0.604
C 1.735 0.259 -0.316
C 2.104 -1.050 0.231
H -3.359 -0.034 -0.883
H -1.921 0.293 -1.638
H -0.289 0.824 1.418
H 0.250 -0.311 -1.228
H 0.138 1.510 -1.154
H 2.073 1.019 0.256
H 2.221 0.284 -1.220
H 1.369 -1.342 1.046
H 2.203 -1.988 -0.398
H 3.202 -0.990 0.615
```

Output
F_max = 7.65 eV/A
net charge = 0
DFT total energy = -8794.98662 eV
SMILES = [H]/N=C(/N)NCCC
Kohn-Sham gap = 8.977 eV
2S+1 = 1
LUMO level = 0.86 eV

=====

[8]
Computed, not measured: a structure of composition C41H48Cl2NOP3RuS, with ωB97M-V with the def2-TZVPD basis set.

Geometry as XYZ:
```
98
Properties=species:S:1:pos:R:3
P -2.020 -0.957 -3.113
C -2.788 0.532 -3.541
C -2.738 0.546 -4.957
H -1.994 -0.080 -5.466
C -3.647 1.338 -5.626
H -3.606 1.353 -6.689
C -4.579 2.098 -4.925
H -5.293 2.714 -5.477
C -4.600 2.092 -3.523
H -5.314 2.684 -2.991
C -3.696 1.319 -2.818
H -3.681 1.297 -1.712
C -0.379 -1.218 -3.678
C 0.471 -0.246 -4.211
H 0.226 0.835 -4.126
C 1.601 -0.662 -4.906
H 2.274 0.075 -5.301
C 1.827 -2.034 -5.089
H 2.706 -2.361 -5.636
C 0.945 -2.998 -4.593
H 1.092 -4.035 -4.748
C -0.172 -2.608 -3.866
H -0.916 -3.327 -3.488
C -2.757 -2.063 -1.996
C -3.652 -2.654 -2.929
H -3.745 -2.227 -3.935
C -4.359 -3.768 -2.509
H -5.018 -4.220 -3.194
C -4.208 -4.252 -1.203
H -4.780 -5.117 -0.894
C -3.353 -3.615 -0.296
H -3.262 -3.975 0.717
C -2.614 -2.513 -0.678
H -1.963 -1.983 0.038
Ru 0.892 1.209 0.977
C 2.292 -0.272 0.971
C 2.392 -1.278 0.104
H 2.979 -0.088 1.785
C 1.198 -1.405 -0.877
O 0.691 -2.771 -0.659
H -0.208 -2.875 -1.036
C 0.287 -0.342 -0.662
H 1.634 -1.360 -1.879
C -0.346 0.720 -0.202
Cl 2.226 2.369 2.483
Cl -0.786 3.151 0.771
P 1.935 2.638 -0.552
C 2.108 4.343 0.080
H 2.903 4.368 0.833
H 1.160 4.639 0.544
H 2.332 4.995 -0.771
C 3.617 2.058 -0.878
H 3.580 1.101 -1.414
H 4.142 1.930 0.077
H 4.118 2.815 -1.492
C 1.156 2.833 -2.178
H 0.065 2.892 -2.076
H 1.428 1.985 -2.819
H 1.541 3.768 -2.607
P 3.755 -2.478 0.100
C 5.131 -1.843 1.063
C 4.248 -2.688 -1.621
H 4.804 -1.649 2.096
H 5.520 -0.916 0.614
H 5.941 -2.589 1.084
H 3.387 -3.030 -2.218
H 5.049 -3.442 -1.690
H 4.626 -1.732 -2.017
C 3.169 -4.037 0.752
H 2.973 -3.925 1.831
H 3.924 -4.826 0.593
H 2.237 -4.288 0.218
H -1.482 0.761 -0.332
N -0.379 0.416 2.372
S -1.503 1.167 3.278
C -1.601 0.197 4.790
C -2.637 0.567 5.660
C -2.711 0.004 6.933
C -1.772 -0.961 7.313
C -0.763 -1.365 6.432
C -0.680 -0.778 5.155
C -0.739 2.629 4.006
C 0.302 2.533 4.910
C 0.829 3.685 5.492
C 0.294 4.935 5.154
C -0.762 5.026 4.246
C -1.285 3.877 3.686
H -0.379 -0.614 2.541
H -3.352 1.330 5.335
H -3.496 0.322 7.615
H -1.832 -1.407 8.312
H -0.042 -2.120 6.727
H 0.132 -1.067 4.479
H 0.704 1.543 5.164
H 1.648 3.605 6.203
H 0.703 5.839 5.607
H -1.190 5.993 3.974
H -2.117 3.930 2.978
```

Output
F_max = 8.58 eV/A
net charge = +2
DFT total energy = -113141.69908 eV
<S²> = 6.053
Kohn-Sham gap (spin up / spin down) = 5.782 / 6.060 eV
2S+1 = 5
LUMO level (spin up / spin down) = -4.66 / -6.54 eV

=====

[9]
Computed, not measured: a cluster of 2 separate species, H3N2O4P in total, with ωB97M-V with the def2-TZVPD basis set.

Geometry as XYZ:
```
10
Properties=species:S:1:pos:R:3
N 1.004 1.635 -0.703
N 0.308 -0.089 0.991
O -2.073 0.232 0.807
O -0.764 -0.446 -1.437
O -1.249 -2.111 0.446
O 0.907 0.948 0.825
P -1.096 -0.704 0.034
H 0.073 1.480 -0.955
H 1.400 0.796 -1.085
H 1.490 -1.742 1.077
```

Output
F_max = 3.57 eV/A
net charge = -2
DFT total energy = -20502.38871 eV
Kohn-Sham gap (spin up / spin down) = 6.626 / 7.351 eV
2S+1 = 1
LUMO level (spin up / spin down) = 7.38 / 7.53 eV

=====

[10]
Computed, not measured: a structure of composition C4H7NO, with ωB97M-V with the def2-TZVPD basis set.

Geometry as XYZ:
```
13
Properties=species:S:1:pos:R:3
O -1.682 -1.149 0.823
C -1.091 -0.309 -0.054
C -0.129 1.359 0.199
N 0.829 0.746 -0.696
C 1.342 -0.445 -0.044
C 0.101 -0.550 -0.839
H -0.922 -1.634 1.204
H -1.723 0.575 -0.317
H 0.284 1.610 1.177
H -0.637 2.239 -0.236
H 1.306 -0.506 1.048
H 2.246 -0.844 -0.491
H 0.077 -1.092 -1.773
```

Output
F_max = 5.88 eV/A
net charge = 0
DFT total energy = -7794.82856 eV
Kohn-Sham gap = 8.959 eV
2S+1 = 1
LUMO level = 0.81 eV

=====

[11]
Computed, not measured: a cluster of 2 separate species, C3H4ClNO2S in total, with ωB97M-V with the def2-TZVPD basis set.

Geometry as XYZ:
```
12
Properties=species:S:1:pos:R:3
C 1.182 -0.052 1.717
C 0.615 0.875 -0.813
C -1.174 -0.599 -1.566
N -0.074 0.256 -1.561
O 1.459 1.610 -0.600
O -0.844 1.183 2.436
S -0.442 -0.144 1.985
Cl 2.080 -1.211 0.747
H 1.703 0.721 2.129
H -1.588 -1.021 -2.543
H -0.989 -1.485 -0.970
H -1.930 -0.132 -0.961
```

Output
F_max = 4.51 eV/A
net charge = 0
DFT total energy = -32115.70930 eV
Kohn-Sham gap = 8.708 eV
2S+1 = 1
LUMO level = -0.97 eV

=====

[12]
Computed, not measured: a structure of composition C14H24MoNO4, with ωB97M-V with the def2-TZVPD basis set.

Geometry as XYZ:
```
44
Properties=species:S:1:pos:R:3
Mo 0.090 0.041 -0.008
C -0.387 1.062 -2.720
C -0.003 -0.373 -3.023
O 0.501 -0.969 -1.770
C 0.349 -2.424 -1.600
C -0.967 -2.683 -0.911
O -1.030 -1.683 0.174
C -2.315 -1.604 0.890
C -2.171 -0.422 1.813
O -1.561 0.685 1.056
C -2.483 1.610 0.365
C -1.759 2.154 -0.852
O -1.075 0.977 -1.417
H -1.078 1.446 -3.470
H 0.463 1.738 -2.619
H 0.794 -0.409 -3.766
H -0.853 -0.965 -3.361
H 1.195 -2.721 -0.981
H 0.421 -2.925 -2.565
H -1.011 -3.685 -0.485
H -1.831 -2.512 -1.554
H -2.484 -2.528 1.441
H -3.095 -1.472 0.138
H -1.470 -0.623 2.622
H -3.123 -0.106 2.239
H -2.736 2.418 1.051
H -3.381 1.056 0.099
H -1.010 2.913 -0.619
H -2.467 2.546 -1.581
C 3.276 -0.103 -0.916
C 2.802 0.098 0.492
C 3.469 -0.099 1.659
C 2.702 0.438 2.746
C 1.550 0.984 2.272
C 0.522 1.788 3.004
N 1.558 0.746 0.853
H 4.258 0.359 -1.022
H 2.623 0.369 -1.648
H 3.395 -1.156 -1.170
H 4.467 -0.506 1.733
H 3.024 0.494 3.776
H 1.035 2.579 3.552
H -0.016 1.196 3.745
H -0.188 2.268 2.338
```

Output
F_max = 0.85 eV/A
net charge = +3
DFT total energy = -26411.48218 eV
Kohn-Sham gap (spin up / spin down) = 6.228 / 6.227 eV
2S+1 = 1
LUMO level (spin up / spin down) = -11.95 / -11.95 eV

=====

- Which of these has the highest DFT total energy?
  C4H7NO